{
  "formula": "C16H50N4O7",
  "method": "wB97M-V/def2-TZVPD",
  "symbols": ["C", "C", "C", "O", "C", "N", "H", "H", "H", "H", "H", "H", "H", "H", "H", "H", "H", "C", "C", "C", "O", "C", "N", "H", "H", "H", "H", "H", "H", "H", "H", "H", "H", "H", "C", "C", "C", "O", "C", "N", "H", "H", "H", "H", "H", "H", "H", "H", "H", "H", "H", "C", "C", "C", "O", "C", "N", "H", "H", "H", "H", "H", "H", "H", "H", "H", "H", "H", "O", "H", "H", "O", "H", "H", "O", "H", "H"],
  "positions_angstrom": [[-3.1459, -4.0173, -2.9904], [-4.1006, -3.3320, -3.9950], [-4.4212, -1.8160, -3.5951], [-5.0586, -1.5757, -2.3301], [-4.3610, -1.7300, -1.0698], [-3.6134, -3.4414, -5.3896], [-2.5532, -4.8066, -3.4527], [-3.8297, -4.4787, -2.2779], [-2.4616, -3.3301, -2.4928], [-5.0675, -3.8287, -3.9147], [-5.2340, -1.6123, -4.2922], [-3.7123, -1.0025, -3.7491], [-5.0673, -1.7676, -0.2404], [-3.5691, -1.0220, -0.8253], [-4.1545, -2.7842, -0.8853], [-2.6057, -3.3819, -5.3578], [-3.6598, -4.4127, -5.6624], [-1.7244, 0.6890, 2.3043], [-2.1263, 2.2248, 2.1821], [-2.8599, 2.6461, 0.8086], [-2.2121, 2.8171, -0.4447], [-1.5969, 4.0073, -0.5070], [-2.9996, 2.5198, 3.3476], [-1.5535, 0.2408, 3.2831], [-0.8191, 0.7314, 1.6987], [-2.4501, 0.0734, 1.7728], [-1.2142, 2.8216, 2.1869], [-3.4822, 3.4994, 1.0783], [-3.6302, 1.9023, 0.6049], [-1.1641, 4.0347, -1.5070], [-0.7720, 4.0006, 0.2055], [-2.2880, 4.8127, -0.2585], [-2.4223, 2.7689, 4.1381], [-3.5436, 3.3617, 3.2235], [5.3118, 2.6676, 5.8262], [4.3172, 1.6699, 5.2782], [4.5222, 1.5582, 3.7995], [3.5162, 0.6846, 3.2590], [3.5339, 0.4474, 1.8505], [4.5972, 0.4566, 6.0220], [4.9673, 3.6950, 5.7090], [6.2603, 2.7077, 5.2905], [5.5169, 2.6257, 6.8960], [3.3283, 2.1062, 5.4191], [5.5118, 1.1659, 3.5649], [4.3036, 2.5165, 3.3286], [2.7359, -0.1961, 1.4801], [4.3555, -0.2410, 1.6532], [3.6973, 1.3428, 1.2507], [4.3519, -0.3384, 5.4493], [4.2088, 0.3614, 6.9495], [0.4297, -1.1967, -3.6152], [1.4027, -0.0591, -3.2905], [2.5752, -0.4868, -2.4705], [2.2366, -0.9510, -1.1644], [2.9467, -2.1079, -0.7798], [1.6286, 0.7182, -4.4935], [0.8697, -1.8520, -4.3669], [-0.5944, -0.8933, -3.8325], [0.5098, -1.8703, -2.7620], [0.8661, 0.5566, -2.5687], [3.3239, 0.3033, -2.4119], [3.1344, -1.2296, -3.0393], [2.8052, -2.8374, -1.5772], [2.5718, -2.5548, 0.1410], [4.0209, -1.9505, -0.6831], [0.8240, 1.3214, -4.5877], [2.3252, 1.3865, -4.1965], [-0.1366, -0.8024, 0.0444], [0.6292, -0.7341, -0.5257], [-0.8367, -0.3655, -0.4406], [0.7221, -1.7156, 2.5903], [0.5755, -1.4109, 1.6948], [0.0609, -2.3946, 2.7242], [-1.4817, 0.6382, -1.6520], [-1.3344, 1.1891, -2.4208], [-1.6366, 1.2577, -0.9389]],
  "forces_ev_per_angstrom": [[-0.710, 0.004, -0.053], [1.093, 1.019, 0.880], [-0.993, -0.484, -0.303], [0.179, -0.426, 0.952], [-0.980, -1.316, -0.172], [-0.046, 0.150, 0.337], [-0.077, -0.082, -0.131], [0.525, -0.114, 0.513], [-0.099, 0.013, -0.005], [-0.046, -0.006, -0.249], [-0.041, 0.353, -0.076], [0.876, -0.640, -0.150], [-0.869, 1.404, -0.254], [0.155, -0.150, -0.552], [1.431, -0.142, -0.711], [0.401, 0.844, 0.060], [-0.744, -0.361, -0.085], [0.077, 1.950, -1.825], [-0.230, -0.912, -0.137], [-1.360, -1.653, 1.234], [-1.870, -2.182, 2.194], [2.005, 1.486, -0.349], [-0.156, 0.474, -0.503], [0.085, 0.662, 0.073], [0.233, -1.036, 0.259], [-0.128, -0.021, 0.021], [0.208, 0.026, 0.301], [0.328, 0.729, -0.230], [0.087, -0.455, 0.059], [0.001, 0.685, -0.109], [0.346, 0.538, 0.132], [0.008, 0.412, -0.310], [0.298, -0.356, 0.178], [-0.238, 0.242, -0.396], [0.370, 2.152, -0.112], [0.635, 0.781, 1.393], [-1.347, -1.073, -1.251], [-0.595, -0.275, 0.141], [1.379, -0.787, 0.444], [0.135, -1.126, -1.094], [-0.387, 0.238, -0.215], [0.206, -0.617, 0.059], [-0.091, -0.634, -0.037], [-0.412, -0.368, 0.138], [0.296, 0.147, -0.098], [0.692, 0.434, 0.108], [-0.806, 0.810, 0.622], [0.795, 0.159, -0.168], [-0.367, 0.154, 0.038], [-0.293, -0.280, 0.262], [-0.237, 0.326, -0.228], [1.539, -0.982, 0.749], [-2.804, -0.032, 0.767], [1.704, -0.401, -1.028], [0.153, 0.297, -0.275], [-0.042, -0.559, -0.720], [1.464, -0.068, 0.308], [-0.209, 0.356, -0.763], [0.183, 0.005, 0.023], [-0.910, 0.012, 0.483], [-0.342, 0.375, 0.207], [-0.163, 0.569, 0.354], [0.003, -0.764, 0.151], [0.107, -0.385, 0.004], [-0.264, 0.491, 0.075], [0.139, 0.319, 0.089], [-0.668, 0.153, -0.262], [0.552, 0.552, -0.361], [0.105, -0.815, 1.191], [0.436, 0.029, -0.390], [-0.156, 0.071, -0.490], [0.509, -0.293, 0.774], [-0.510, 0.393, -0.734], [-0.145, -0.098, -0.043], [-0.387, -1.307, -0.012], [0.146, 0.546, -0.690], [-0.165, 0.838, -0.002]],
  "lowdin_charge": [-0.076, -0.391, -0.174, -0.201, -0.098, 0.022, 0.064, 0.065, 0.072, 0.123, 0.106, 0.111, 0.075, 0.072, 0.058, 0.056, 0.055, -0.057, -0.364, -0.177, -0.257, -0.253, 0.008, 0.068, 0.049, 0.064, 0.108, 0.102, 0.120, 0.050, 0.070, 0.084, 0.059, 0.044, -0.096, -0.456, -0.204, -0.199, -0.100, 0.042, 0.068, 0.074, 0.071, 0.136, 0.130, 0.130, 0.064, 0.075, 0.081, 0.068, 0.073, -0.071, -0.513, -0.216, -0.233, -0.104, 0.019, 0.071, 0.062, 0.064, 0.094, 0.113, 0.120, 0.085, 0.091, 0.086, 0.002, 0.025, -0.080, -0.004, -0.021, -0.071, -0.033, 0.026, -0.129, 0.004, 0.002],
  "total_charge": -1,
  "energy_ha": -1385.09334,
  "lumo_energy_ev": [2.755, 2.669],
  "relative_energy_kcal_mol": 37.6,
  "largest_force_ha_per_bohr": 0.070,
  "gap_ev": [2.273, 9.231],
  "spin_multiplicity": 2
}